9
Properties=species:S:1:pos:R:3:forces:R:3:nbo_charge:R:1 method="wB97M-V/def2-TZVPD" max_force_ev_per_a=4.4 charge=+1 relative_energy_kj_mol=148.1 gap_ev=6.913
S 2.841421 -0.594570 -0.054921 -2.04 1.84 -0.66 0.56
C 1.686122 0.413196 -0.272349 1.38 -1.08 1.64 0.23
H -0.558911 -2.854876 -0.096491 0.16 -4.39 0.11 0.41
H 0.538938 2.028774 0.370297 0.35 -0.96 -0.43 0.49
S -2.422330 -0.000306 -0.097417 -2.19 1.72 -0.28 0.11
N -0.543923 -1.920171 -0.135980 -0.63 3.54 -0.72 -0.69
N 0.697347 1.239180 -0.289794 0.91 -0.10 -0.56 -0.75
C -1.532439 -1.221934 -0.235247 2.62 -0.80 0.87 0.19
H 0.244591 1.282381 -1.197525 -0.56 0.23 0.03 0.47